Entry 1:
Molecular formula: C23H47FNO5
Method: DFT, ωB97M-V/def2-TZVPD

```
77
C23H47FNO5 | OMol25 | ωB97M-V/def2-TZVPD
C 0.43439 2.63425 2.02263
C 1.08603 1.63754 0.85547
O 0.03067 1.24680 -0.09198
C 0.54747 1.03292 -1.45221
C 1.25697 -0.43126 -1.69989
C 0.22765 -1.66922 -1.96380
C -1.34611 -1.37577 -1.62652
C -1.75679 -1.42901 -0.04690
C -0.67994 -2.12308 0.95969
C 0.66111 -2.75029 0.26858
N 0.58334 -2.96719 -1.22736
C 1.74508 -3.72022 -1.83245
C 3.23332 -3.17884 -1.43317
F 4.17435 -4.33877 -1.66374
H -0.72983 2.67943 1.90841
H 0.68610 2.27003 3.10609
H 0.87474 3.73788 1.91521
H 1.96966 2.23497 0.37258
H 1.42805 0.67187 1.42177
H 1.38066 1.85370 -1.69163
H -0.31862 1.25204 -2.24389
H 1.90129 -0.30930 -2.69788
H 2.03494 -0.58619 -0.84034
H 0.27961 -1.94022 -3.12342
H -1.77087 -0.37088 -2.10414
H -1.96641 -2.24331 -2.16380
H -2.02419 -0.33633 0.34133
H -2.77011 -2.05324 0.04394
H -1.26223 -2.90147 1.65269
H -0.31385 -1.27397 1.71466
H 0.80706 -3.83490 0.74654
H 1.57539 -2.11941 0.63497
H -0.26855 -3.59003 -1.37731
H 1.60372 -3.81304 -3.01409
H 1.66051 -4.84268 -1.43557
H 3.38377 -2.87757 -0.31341
H 3.56069 -2.34795 -2.20782
C -4.79268 1.99810 2.73377
C -3.65667 2.14678 3.71010
O -2.58283 1.57374 3.53241
C -3.88504 3.02351 4.91219
H -4.48478 1.33705 1.91667
H -5.65749 1.55571 3.23466
H -5.05297 2.97366 2.31541
H -4.70940 2.62679 5.51015
H -4.10482 4.04472 4.59082
H -2.97986 3.03721 5.52857
C -2.68358 3.88478 -2.34176
C -3.41138 4.11736 -1.04483
O -4.57866 4.50499 -1.02825
C -2.65608 3.85747 0.23102
H -3.35193 4.11271 -3.17890
H -1.81178 4.54121 -2.40142
H -2.37751 2.83802 -2.41339
H -1.78307 4.51272 0.28601
H -2.34888 2.80950 0.27399
H -3.30636 4.06744 1.08690
C 4.61840 4.92946 -3.81182
C 3.27998 4.37535 -3.40262
O 2.81512 3.36932 -3.93638
C 2.53220 5.09946 -2.31528
H 5.04223 4.30530 -4.60570
H 4.49850 5.94671 -4.19303
H 5.30072 4.92084 -2.95809
H 2.31933 6.12428 -2.62982
H 3.12159 5.09833 -1.39491
H 1.58322 4.58715 -2.12437
C 0.81541 -8.50870 2.70428
C 0.81057 -7.07490 2.24598
O -0.21096 -6.39157 2.29725
C 2.10360 -6.50933 1.72252
H -0.18541 -8.78057 3.05626
H 1.08336 -9.16395 1.87161
H 1.52196 -8.63269 3.52885
H 2.42894 -7.07550 0.84608
H 2.86746 -6.54423 2.50339
H 1.95045 -5.46552 1.42845
```

Values from the calculation:
total charge: +1
orbital gap: 8.77 eV
E_HOMO: -11.4 eV



Entry 2:
Molecular formula: C23H47IN3O5P
Method: DFT, ωB97M-V/def2-TZVPD

```
80
C23H47IN3O5P | OMol25 | ωB97M-V/def2-TZVPD
N -5.00080 1.37483 3.76949
P -3.39937 1.07739 3.04506
C -3.11583 2.90269 2.56827
C -3.55300 4.00110 3.70541
O -2.94281 3.80837 5.02883
C -1.54377 4.25253 5.07962
O -0.92762 5.07537 4.22914
C -1.74601 0.49020 2.19810
C -0.62271 0.15311 3.34361
O 0.06438 1.17460 3.86033
I -0.33462 -1.93743 3.99295
H -4.82246 1.67727 4.76821
H -5.61198 0.51934 3.74816
H -2.93439 0.40907 4.23330
H -4.08194 0.23314 2.05461
H -1.93951 3.03795 2.41732
H -3.58192 3.17093 1.50261
H -3.33528 5.07282 3.22667
H -4.73361 3.99661 3.88439
H -0.90064 3.88550 6.01447
H -1.38765 1.22028 1.35030
H -1.97681 -0.54391 1.64849
C 4.08413 -5.34599 -1.42189
C 3.28627 -4.30315 -0.58736
C 4.09261 -2.98339 -0.47929
C 5.27304 -3.06500 0.48591
C 4.83046 -3.58791 1.84926
C 4.05425 -4.92568 1.76639
N 2.94754 -4.89005 0.75150
O 1.89525 -4.13309 1.29623
C 5.04087 -6.07858 1.44023
C 3.53951 -5.28558 3.19712
C 2.01867 -4.02347 -1.46303
H 3.78373 -6.37120 -1.17747
H 3.91059 -5.22609 -2.49948
H 5.16517 -5.25884 -1.29428
H 3.43411 -2.16915 -0.14565
H 4.46441 -2.68457 -1.46882
H 6.06371 -3.69803 0.07067
H 5.71507 -2.06722 0.60450
H 5.71572 -3.70180 2.49038
H 4.20870 -2.81889 2.32963
H 4.50348 -7.02170 1.27887
H 5.73826 -6.24524 2.27116
H 5.66672 -5.88951 0.57133
H 2.90855 -4.50453 3.63421
H 4.37641 -5.42527 3.89435
H 2.96575 -6.22229 3.18823
H 1.40839 -4.92781 -1.57782
H 2.30287 -3.68813 -2.46833
H 1.38514 -3.23041 -1.05088
C -0.98612 1.33381 -4.22207
C -2.35089 1.75625 -3.60605
C -3.06968 2.75614 -4.54796
C -2.46467 4.15802 -4.52838
C -2.35013 4.68511 -3.10112
C -1.60234 3.71637 -2.15172
N -2.12633 2.31087 -2.22994
O -3.35630 2.27710 -1.54945
C -0.08492 3.73936 -2.47709
C -1.66925 4.29760 -0.70287
C -3.17668 0.42592 -3.59435
H -0.28460 0.99532 -3.45114
H -1.09610 0.49604 -4.92331
H -0.51278 2.13066 -4.79959
H -4.12946 2.83744 -4.26835
H -3.05786 2.37982 -5.57991
H -1.48520 4.15887 -5.01720
H -3.09732 4.83504 -5.11698
H -1.84516 5.66094 -3.12239
H -3.36352 4.87958 -2.72169
H 0.45515 2.98933 -1.88541
H 0.35381 4.71566 -2.23432
H 0.14240 3.57365 -3.52747
H -2.69436 4.45930 -0.35330
H -1.17146 5.27485 -0.64605
H -1.16498 3.63525 0.01388
H -2.71083 -0.32447 -2.94370
H -3.24000 -0.00507 -4.60137
H -4.21147 0.57206 -3.26568
```

Values from the calculation:
total charge: 0
multiplicity: 3
orbital gap (alpha / beta): 9.10 / 8.36 eV
E_HOMO (alpha / beta): -8.8 / -8.8 eV



Entry 3:
Molecular formula: C23H47MnNO2S2Si2
Method: DFT, ωB97M-V/def2-TZVPD

```
78
C23H47MnNO2S2Si2 | OMol25 | ωB97M-V/def2-TZVPD
O 2.48025 0.11376 0.23547
O 1.52778 -3.11331 -0.77443
C 3.24364 0.22585 -1.00234
C 4.05575 1.50460 -0.94862
H 2.47887 0.25246 -1.80440
H 3.86044 -0.68674 -1.16207
H 3.38767 2.36107 -0.82405
H 4.63766 1.62646 -1.85919
H 4.73210 1.47397 -0.09168
C 3.01637 -0.67045 1.31360
C 4.00248 -1.76884 0.97639
H 2.11533 -1.10994 1.77222
H 3.46644 0.02829 2.05190
H 3.55951 -2.54025 0.33761
H 4.28372 -2.24598 1.92661
H 4.92458 -1.38808 0.53072
C 0.53491 -3.86113 0.03024
C 1.62486 -3.69693 -2.11018
C 1.35704 -4.56313 1.07184
H -0.09168 -4.55840 -0.58058
H -0.15718 -3.13210 0.48818
H 1.98927 -5.30443 0.60098
H 0.72950 -5.03327 1.82482
H 2.02438 -3.82548 1.51381
C 2.51029 -4.92693 -2.06853
H 2.06672 -2.90031 -2.73188
H 0.61125 -3.93111 -2.54586
H 3.38706 -4.70690 -1.45030
H 2.82233 -5.18260 -3.08278
H 2.00001 -5.77279 -1.62033
H -0.76561 -1.94322 -1.74739
Mn -0.20397 1.48528 0.04595
C -0.59652 -0.90510 -1.43466
Si -1.63552 -0.54387 -2.94141
H 0.48658 -0.76579 -1.49744
H -0.93701 -0.78822 -0.39023
C -0.35845 -0.64860 -4.32572
C -2.54693 1.06617 -2.96811
C -2.77013 -2.06505 -2.83803
C 0.82362 2.33820 1.50073
Si 0.15243 1.56495 3.06094
H 0.73810 3.43119 1.31995
H 1.85432 2.04521 1.24313
C 1.67004 1.34329 4.15732
C -0.65144 -0.13398 2.99234
C -1.06428 2.78861 3.78625
H -2.30406 -2.89151 -2.28260
H -3.02158 -2.45588 -3.82860
H -3.67020 -1.80413 -2.26682
H 0.26487 0.25759 -4.33215
H -0.87679 -0.73083 -5.28764
H 0.31659 -1.51188 -4.21016
H -1.84848 1.91157 -3.11093
H -3.09434 1.22199 -2.02341
H -3.25629 1.00003 -3.81728
H -0.03737 -0.85493 3.55071
H -0.81009 -0.55439 1.98659
H -1.63248 -0.09074 3.48784
H -1.41738 2.45747 4.76978
H -1.93213 2.92714 3.13133
H -0.56424 3.75953 3.89890
H 1.39102 1.38752 5.21658
H 2.38908 2.14478 3.94391
H 2.15958 0.38132 3.95852
S 0.01427 3.23078 -1.68867
C -1.47444 3.63335 -0.99180
N -2.00635 2.76066 -0.09320
C -3.21058 3.18739 0.44914
C -4.04977 2.47485 1.32355
C -5.22018 3.10291 1.76891
C -5.57534 4.39283 1.32810
C -4.75081 5.09658 0.42698
C -3.58656 4.46999 -0.00725
S -2.39503 5.11317 -1.13036
H -3.80760 1.45567 1.61692
H -5.89129 2.60710 2.47693
H -6.49242 4.87562 1.67988
H -4.98618 6.10803 0.07550
```

Values from the calculation:
total charge: 0
multiplicity: 6
orbital gap (alpha / beta): 7.28 / 8.20 eV
E_HOMO (alpha / beta): -6.7 / -7.7 eV



Entry 4:
Molecular formula: C23H47NNdO2S2Si2
Method: DFT, ωB97M-V/def2-TZVPD

```
78
C23H47NNdO2S2Si2 | OMol25 | ωB97M-V/def2-TZVPD
O 0.89667 -1.34109 -2.96392
O -0.99716 -4.80887 -2.85295
C 0.11244 -0.91294 -4.16595
C 0.85671 0.05908 -5.06495
H -0.79127 -0.44625 -3.74968
H -0.15336 -1.82919 -4.69040
H 1.07617 1.01451 -4.56743
H 0.20414 0.28992 -5.91816
H 1.77825 -0.35036 -5.48654
C 1.92004 -2.39830 -3.11780
C 1.65693 -3.32399 -4.28646
H 1.89331 -2.95544 -2.17827
H 2.89883 -1.91031 -3.20128
H 0.69460 -3.83054 -4.13955
H 2.42771 -4.10780 -4.29780
H 1.69519 -2.79546 -5.24167
C -0.56593 -5.49735 -1.65857
C -2.27675 -5.33983 -3.27675
C 0.67221 -6.30940 -1.99109
H -1.36393 -6.16818 -1.28417
H -0.37901 -4.74656 -0.86806
H 0.38268 -7.07753 -2.72477
H 1.07767 -6.75597 -1.07051
H 1.41545 -5.66360 -2.46648
C -2.11300 -6.65234 -4.02199
H -2.75726 -4.55333 -3.88378
H -2.90242 -5.52178 -2.38610
H -1.25703 -6.59291 -4.69531
H -3.02219 -6.82925 -4.59100
H -1.93171 -7.46879 -3.32155
H -3.18391 -3.42995 -0.96497
Nd 0.61833 -0.09295 -1.11475
C -2.66328 -2.48696 -0.98109
Si -3.83099 -1.28812 -0.12426
H -2.41523 -2.24489 -2.02727
H -1.71879 -2.64958 -0.44332
C -5.11951 -1.06746 -1.49638
C -3.19554 0.36746 0.50293
C -4.37048 -2.48350 1.25085
C 2.61523 0.99648 -1.56929
Si 3.61464 -0.01149 -0.38175
H 2.58335 2.06705 -1.28505
H 2.96571 0.92441 -2.61715
C 5.02236 -0.86092 -1.27545
C 2.60058 -1.41082 0.43571
C 4.26132 1.04076 1.00803
H -3.84711 -3.44365 1.11876
H -5.44876 -2.68110 1.23284
H -4.09793 -2.09788 2.24165
H -4.85009 -0.21103 -2.13422
H -6.12446 -0.89574 -1.08738
H -5.14745 -1.96538 -2.13729
H -2.86110 1.02168 -0.30582
H -2.37168 0.24118 1.21692
H -4.01316 0.89969 1.04086
H 2.63250 -2.35240 -0.13381
H 1.55589 -1.23064 0.78073
H 3.14960 -1.57428 1.37481
H 5.04201 0.49556 1.55026
H 3.46984 1.30876 1.71727
H 4.69333 1.96764 0.61264
H 5.81229 -1.11105 -0.55537
H 5.44671 -0.19362 -2.03596
H 4.69740 -1.78663 -1.76828
S -0.72005 2.15701 -2.02056
C -0.37575 2.51356 -0.39545
N 0.07389 1.64435 0.54993
C 0.22476 2.23501 1.80442
C 0.65606 1.58784 2.96517
C 0.79985 2.33868 4.13008
C 0.50971 3.71433 4.12562
C 0.06485 4.35535 2.96625
C -0.08274 3.60829 1.80165
S -0.60225 4.15390 0.22009
H 0.85801 0.51569 2.92886
H 1.13303 1.87129 5.05144
H 0.63087 4.29840 5.03747
H -0.16459 5.41738 2.92996
```

Values from the calculation:
total charge: +1
multiplicity: 4
orbital gap (alpha / beta): 7.59 / 8.13 eV
E_HOMO (alpha / beta): -10.7 / -10.7 eV



Entry 5:
Molecular formula: C23H48BIN16O12
Method: DFT, ωB97M-V/def2-TZVPD

```
101
C23H48BIN16O12 | OMol25 | ωB97M-V/def2-TZVPD
C -1.28789 1.30473 -3.90363
C -2.44153 0.98438 -2.96977
C -1.98955 0.72265 -1.53091
C -1.56093 -0.70175 -1.36607
O -1.26518 -1.06684 0.00899
C -0.05515 -1.65188 0.21400
C 1.12898 -0.88634 0.12374
O 1.01960 0.45949 -0.13500
B 0.65502 1.17094 0.98789
O 1.16178 0.76054 2.22154
O -0.13013 2.29327 0.88276
C 2.38064 -1.44760 0.31260
C 3.62066 -0.62413 0.17837
C 4.23136 -0.63503 -1.20909
C 3.43888 -1.14782 -2.33924
O 4.64650 -1.83355 -1.68477
C 2.46480 -2.81987 0.65051
N 3.69403 -3.36648 0.89132
C 3.69431 -4.62443 1.18128
I 5.55255 -5.51991 1.59168
C 2.53697 -5.42431 1.24379
N 1.34949 -4.93040 1.05314
C 1.28469 -3.59613 0.74994
C 0.01321 -3.00655 0.51630
C -1.23682 -3.83203 0.60476
H -1.63235 1.81924 -4.79445
H -0.58459 1.97212 -3.41884
H -0.75401 0.41994 -4.24032
H -3.05478 0.16523 -3.32995
H -3.06733 1.86942 -2.92513
H -1.20317 1.42735 -1.31325
H -2.83872 0.91283 -0.88047
H -0.73810 -0.97399 -2.01909
H -2.39899 -1.32578 -1.66215
H 0.53654 0.13904 2.61487
H -1.06337 2.03783 0.89159
H 3.43796 0.41532 0.40918
H 4.38983 -1.02934 0.82624
H 4.84508 0.22021 -1.44818
H 2.74404 -1.96720 -2.25595
H 3.78689 -1.03739 -3.35504
H 2.63390 -6.47638 1.45520
H -1.03236 -4.84857 0.31207
H -1.99528 -3.40008 -0.03167
H -1.58550 -3.83228 1.63369
N 4.28549 -0.72248 4.49169
C 3.28193 -0.67519 5.41886
N 2.08113 -0.22473 4.95593
O 3.44255 -1.03571 6.57576
H 4.16518 -0.43882 3.53774
H 5.17736 -1.06604 4.79375
H 1.32067 -0.19777 5.60919
H 1.91677 0.04393 4.00171
N -5.68327 5.14391 -3.09894
C -5.51563 3.79650 -3.23524
N -6.52398 3.01660 -2.75065
O -4.52114 3.30713 -3.75530
H -6.48723 5.55943 -2.67007
H -4.94895 5.73855 -3.43512
H -6.40172 2.02335 -2.83045
H -7.35231 3.38061 -2.32119
N -0.06395 5.60854 -5.49629
C -1.04248 5.16750 -4.63933
N -2.23339 4.84709 -5.22856
O -0.85462 5.07208 -3.44003
H -0.19146 5.69381 -6.48567
H 0.82131 5.84900 -5.09415
H -2.97387 4.50648 -4.63374
H -2.39883 4.92462 -6.21320
N -6.83601 -2.17506 -2.68783
C -5.76977 -1.38238 -3.01361
N -6.09010 -0.20098 -3.64172
O -4.62288 -1.69867 -2.76749
H -7.78812 -1.93407 -2.88313
H -6.63587 -3.04246 -2.22716
H -5.32930 0.40213 -3.90877
H -7.02973 0.06722 -3.86434
N 0.00069 -2.71676 6.00131
C -0.15895 -3.25750 4.75476
N 0.98993 -3.64700 4.12178
O -1.25673 -3.39255 4.23913
H 0.88963 -2.59432 6.45145
H -0.83295 -2.44420 6.48570
H 0.89975 -4.04757 3.20642
H 1.90458 -3.54489 4.52149
N 7.71625 -2.29646 1.44412
C 8.43053 -2.45640 2.59994
N 9.68681 -1.90448 2.59150
O 7.98781 -3.04508 3.56870
H 8.06591 -1.81399 0.63913
H 6.79446 -2.69270 1.41242
H 10.23557 -2.00580 3.42344
H 10.07301 -1.41700 1.80678
N -1.85389 4.42495 2.14352
C -3.17231 4.13146 2.30807
N -3.98797 5.18343 2.63893
O -3.60054 2.99672 2.16377
H -1.46250 5.34153 2.24038
H -1.25952 3.64992 1.90384
H -4.96160 4.98566 2.76580
H -3.65775 6.12047 2.76251
```

Values from the calculation:
total charge: 0
SMILES: CCCCOc1c(OB(O)O)c(C[C@@H]2CO2)c2nc(I)cnc2c1C.NC(N)=O.NC(N)=O.NC(N)=O.NC(N)=O.NC(N)=O.NC(N)=O.NC(N)=O
orbital gap: 8.15 eV
E_HOMO: -8.4 eV



Entry 6:
Molecular formula: C23H48NO2P3Rh
Method: DFT, ωB97M-V/def2-TZVPD

```
78
C23H48NO2P3Rh | OMol25 | ωB97M-V/def2-TZVPD
Rh 1.79901 -0.16273 -1.83290
P 0.49251 -2.00692 -1.10914
P 2.29120 0.30857 0.33225
P 0.75931 -0.13119 -3.74770
H -1.84563 1.20208 0.89589
C -2.46418 1.19263 -0.00691
C -2.98894 0.02981 -0.40422
H -2.88933 -0.83627 0.26648
C -0.13085 -2.52462 0.53262
C 1.95234 -3.06641 -1.27940
C -0.74051 -2.92886 -2.11889
C 1.99987 1.83076 1.36317
C 2.51099 -0.93672 1.66740
C 3.87481 0.51924 -0.61132
C -0.97886 -0.33535 -4.24480
C 1.69171 -1.50799 -4.46497
C 1.33255 1.37517 -4.60575
H -2.74787 2.13764 -0.49092
H -3.38115 -0.04650 -1.43276
H -1.07037 -3.08035 0.44674
H -0.36687 -1.65860 1.14756
H 0.57718 -3.14672 1.09303
H 2.77020 -2.60643 -0.73098
H 2.23389 -3.09402 -2.32817
H 1.74668 -4.06152 -0.89716
H -1.70290 -2.41517 -2.09599
H -0.88451 -3.94130 -1.72096
H -0.44766 -3.02723 -3.16326
H 2.86386 2.13460 1.94176
H 1.20578 1.59477 2.06414
H 1.70074 2.66119 0.72480
H 3.41835 -0.76123 2.25562
H 2.59044 -1.93181 1.22477
H 1.63253 -0.88421 2.32928
H 4.63126 1.03318 -0.00622
H 3.67130 1.17635 -1.48251
H 4.21732 -0.47697 -0.94884
H -1.13472 -0.02747 -5.28428
H -1.63654 0.27062 -3.61324
H -1.28053 -1.38334 -4.16576
H 1.86295 -1.31606 -5.53200
H 1.13199 -2.44103 -4.33427
H 2.65513 -1.54078 -3.92131
H 1.51328 1.16854 -5.67363
H 2.26459 1.71881 -4.12525
H 0.53877 2.13502 -4.48263
C 0.74238 3.59572 -1.91592
C 1.49452 4.64807 -1.35188
C 1.34553 5.92800 -1.89394
C 0.41213 6.13141 -2.94935
C -0.44919 5.08881 -3.34337
C -0.32082 3.82285 -2.77940
O 1.32186 2.39314 -1.78812
H 0.83729 1.41007 -1.87889
H 2.26124 4.39505 -0.60823
H 1.96313 6.76352 -1.50702
H 0.31521 7.10553 -3.48671
H -1.25277 5.27524 -4.07330
H -0.94159 2.96223 -3.00594
O -0.62305 -0.24977 2.78429
C -1.42119 -0.58381 3.68808
C -2.75230 -1.25233 3.40096
C -2.76286 -2.66732 3.94514
C -3.11182 -2.74799 5.41870
C -2.10492 -2.10672 6.35826
C -1.91943 -0.60232 6.14707
N -1.13126 -0.28802 4.96944
H -3.55679 -0.63921 3.83270
H -2.88750 -1.24238 2.31386
H -3.47093 -3.25715 3.36471
H -1.78814 -3.13867 3.78332
H -4.08856 -2.29369 5.58975
H -3.21321 -3.79742 5.70211
H -2.40797 -2.26458 7.40200
H -1.12805 -2.59038 6.24591
H -2.90092 -0.11047 6.08765
H -1.39782 -0.18638 7.01554
H -0.30135 0.28777 5.10321
```

Values from the calculation:
total charge: +3
multiplicity: 5
orbital gap (alpha / beta): 6.47 / 3.58 eV
E_HOMO (alpha / beta): -13.9 / -16.4 eV